Formula: C32H55Cl2FeN2O6S5SiTe
Source: the OMol25 dataset
Level of theory: ωB97M-V with the def2-TZVPD basis set

Frontier orbital gap (alpha / beta) = 0.2570 / 0.2106 hartree

ORCA input file:
```
! RIJCOSX wB97M-V def2-TZVPD def2/J DEFGRID3
* xyz 0 6
Fe -0.87 0.12 0.09
C -3.79 -1.16 -0.32
N -2.58 -0.71 -1.08
C -2.12 -1.66 -2.16
C -1.49 -2.92 -1.60
C -0.10 -2.79 -1.07
N 0.02 -1.94 0.12
C 1.47 -2.01 0.54
C -0.78 -2.58 1.22
H -4.70 -1.42 -0.94
H -4.03 -0.37 0.34
H -3.52 -2.10 0.28
H -2.89 -2.02 -2.87
H -1.37 -1.05 -2.73
H -2.95 0.11 -1.56
H -1.41 -3.68 -2.44
H -2.04 -3.37 -0.76
H 0.53 -2.47 -1.87
H 0.36 -3.76 -0.80
H 1.64 -2.91 1.16
H 1.76 -1.17 1.14
H 2.14 -1.94 -0.34
H -0.63 -3.68 1.09
H -1.92 -2.42 1.17
H -0.43 -2.22 2.19
C 1.26 -2.93 -6.12
S 0.85 -1.68 -4.86
C 2.37 -1.51 -4.09
C 2.57 -0.55 -3.15
S 1.36 0.50 -2.46
S 4.26 -0.20 -2.84
C 4.96 -1.46 -3.82
S 6.53 -1.94 -3.82
S 3.79 -2.35 -4.70
H 0.28 -3.18 -6.49
H 1.58 -3.77 -5.54
H 1.85 -2.61 -6.91
Cl -1.17 4.71 -2.23
C -1.59 4.08 -0.59
Cl -0.19 4.29 0.50
C -1.81 2.58 -0.79
O -0.85 1.78 -0.93
O -3.01 2.27 -0.78
H -2.59 4.55 -0.33
C 1.14 1.87 -6.10
Te 0.55 2.81 -4.22
C -1.31 1.87 -4.61
C -1.23 1.20 -5.97
C -2.34 0.45 -6.42
C -2.32 -0.07 -7.66
C -1.13 -0.01 -8.42
C -0.01 0.59 -7.93
C -0.07 1.25 -6.69
H 1.91 1.12 -5.86
H 1.67 2.64 -6.77
H -2.04 2.68 -4.51
H -1.51 1.14 -3.83
H -3.26 0.42 -5.83
H -3.29 -0.50 -8.01
H -1.04 -0.56 -9.36
H 0.88 0.70 -8.57
C -1.69 3.00 5.67
C -1.84 1.86 4.68
C -2.50 0.67 5.47
C -2.67 2.11 3.40
O -0.44 1.54 4.38
Si 0.12 0.40 3.35
O -0.72 0.23 1.99
O 1.74 0.54 3.00
C 2.57 1.62 2.47
C 3.95 1.09 2.68
C 2.23 1.81 1.00
C 2.31 2.96 3.18
O 0.10 -0.99 4.15
C 0.86 -1.57 5.18
C 1.93 -2.39 4.49
C 1.52 -0.44 6.05
C -0.12 -2.43 5.96
H -2.59 3.50 5.99
H -1.05 3.83 5.27
H -1.22 2.71 6.66
H -3.37 0.98 6.07
H -1.71 0.32 6.12
H -2.75 -0.14 4.76
H -3.66 2.37 3.75
H -2.67 1.23 2.79
H -2.22 2.95 2.80
H 4.06 0.13 2.20
H 4.13 0.97 3.74
H 4.75 1.81 2.29
H 2.66 1.04 0.40
H 2.68 2.77 0.68
H 1.15 1.92 0.95
H 1.81 2.74 4.12
H 1.66 3.54 2.54
H 3.28 3.48 3.39
H 2.59 -1.76 3.98
H 1.45 -3.08 3.74
H 2.50 -2.97 5.22
H 2.15 0.26 5.50
H 2.19 -0.92 6.72
H 0.72 0.16 6.56
H -0.50 -3.24 5.37
H -0.97 -1.84 6.25
H 0.24 -2.81 6.96
*
```

Löwdin atomic charge list, values in e, 8 entries:
1. Fe 0.829
2. C -0.075
3. N -0.137
4. C -0.188
5. C -0.185
6. C -0.257
7. N -0.273
8. C -0.041

Formula: C32H55F7N2O7
Source: the OMol25 dataset
Level of theory: ωB97M-V with the def2-TZVPD basis set

Frontier orbital gap (alpha / beta) = 0.3243 / 0.3460 hartree

ORCA input file:
```
! RIJCOSX wB97M-V def2-TZVPD def2/J DEFGRID3
* xyz 0 3
C -0.31 -3.01 -2.58
C 0.19 -3.11 -1.17
O -0.20 -2.37 -0.30
O 1.12 -4.07 -1.00
C 1.31 -4.51 0.33
C 2.79 -4.66 0.61
C 3.05 -5.41 1.91
C 2.78 -4.57 3.16
C 3.18 -3.11 3.03
C 3.07 -2.33 4.33
C 1.65 -2.22 4.92
C 0.57 -2.17 3.86
O -0.52 -1.36 4.34
C -1.73 -1.68 3.87
O -2.51 -0.89 3.36
O -2.00 -3.01 4.10
C -2.95 -3.59 3.29
F -2.75 -3.33 2.00
F -4.18 -3.19 3.63
C -2.86 -5.12 3.51
F -3.27 -5.41 4.75
F -3.67 -5.72 2.64
C -1.42 -5.68 3.37
F -0.70 -5.43 4.46
F -1.53 -7.02 3.23
F -0.80 -5.20 2.29
H -0.30 -1.96 -2.82
H 0.39 -3.49 -3.24
H -1.30 -3.43 -2.67
H 0.89 -3.81 1.05
H 0.84 -5.47 0.50
H 3.29 -3.71 0.55
H 3.19 -5.26 -0.21
H 2.38 -6.26 1.92
H 4.07 -5.78 1.88
H 3.36 -4.98 3.98
H 1.73 -4.68 3.40
H 4.23 -3.11 2.74
H 2.67 -2.62 2.22
H 3.45 -1.33 4.16
H 3.74 -2.81 5.04
H 1.49 -3.04 5.61
H 1.60 -1.31 5.50
H 0.96 -1.67 2.98
H 0.25 -3.17 3.64
C -3.55 5.95 1.49
C -2.33 5.05 1.20
C -2.75 3.86 0.33
C -3.56 2.81 1.08
C -2.83 2.36 2.35
C -2.43 3.53 3.25
N -1.70 4.57 2.47
O -0.48 4.21 2.26
C -3.67 4.12 3.93
C -1.54 3.02 4.38
C -1.34 5.91 0.42
H -3.62 6.76 0.77
H -4.50 5.41 1.45
H -3.47 6.42 2.47
H -1.85 3.38 -0.08
H -3.32 4.23 -0.53
H -4.56 3.19 1.32
H -3.72 1.94 0.43
H -3.47 1.67 2.91
H -1.94 1.79 2.07
H -3.42 5.02 4.50
H -4.08 3.39 4.64
H -4.48 4.37 3.25
H -0.67 2.48 4.01
H -2.11 2.33 5.00
H -1.20 3.84 5.01
H -1.00 6.75 1.03
H -1.83 6.30 -0.47
H -0.47 5.35 0.10
C 0.18 2.91 -5.08
C 1.21 1.93 -4.48
C 2.58 2.59 -4.39
C 3.27 2.76 -5.74
C 3.33 1.43 -6.49
C 1.96 0.76 -6.62
N 1.28 0.68 -5.29
O 1.78 -0.28 -4.60
C 1.09 1.53 -7.64
C 2.13 -0.64 -7.20
C 0.72 1.60 -3.07
H -0.35 3.45 -4.29
H 0.63 3.67 -5.71
H -0.58 2.39 -5.66
H 3.23 1.99 -3.74
H 2.48 3.56 -3.90
H 2.76 3.52 -6.34
H 4.29 3.13 -5.58
H 3.74 1.59 -7.49
H 4.01 0.76 -5.97
H 0.08 1.13 -7.66
H 1.52 1.42 -8.64
H 1.03 2.60 -7.44
H 2.81 -1.25 -6.61
H 2.54 -0.57 -8.21
H 1.17 -1.16 -7.25
H -0.25 1.10 -3.10
H 0.61 2.52 -2.50
H 1.42 0.96 -2.53
*
```

Löwdin atomic charge list, values in e, 8 entries:
1. C 0.036
2. C -0.520
3. O 0.096
4. O 0.021
5. C -0.192
6. C -0.179
7. C -0.180
8. C -0.187